1.
Computed, not measured: 8 unconnected molecules or ions with the total composition C47H66F7N4O24S, with wB97M-V/def2-TZVPD.

The geometry in ORCA input format:
```
! wB97M-V def2-TZVPD RIJCOSX def2/J DEFGRID3
* xyz 1 1
C 1.24245 -0.46018 3.37761
C 0.03682 -0.97343 3.14887
C -0.21026 -2.22752 2.36285
C -1.25407 -2.05206 1.25476
C -0.64274 -1.23647 0.10115
C 0.63548 -1.79898 -0.56416
C 1.94330 -1.09981 -0.16059
C 3.02039 -1.35766 -1.23013
C 4.45685 -1.43161 -0.68708
C 5.23838 -0.13514 -0.90297
C 6.74555 -0.28829 -0.62801
C 7.16030 0.09684 0.81356
C 8.23705 1.17331 0.89167
O 9.40052 0.63441 1.49777
C 10.41285 1.60082 1.70743
C -2.45818 -1.25594 1.81205
S -3.14165 -2.05621 3.34294
N -3.38774 -1.44111 0.65707
C -4.73773 -0.86819 0.82511
C -5.63171 -0.77658 -0.42334
C -7.07705 -1.09955 -0.03537
C -7.66487 -0.16908 1.01087
N -8.06836 1.12896 0.47124
C -8.03938 1.54966 -0.83511
C -8.55057 2.83034 -0.86080
C -8.88620 3.19269 0.46489
C -8.56594 2.12061 1.27210
C -3.18989 -2.71701 0.29721
N -4.00727 -3.44497 -0.50038
N -2.04789 -3.23912 0.79388
C -1.38302 -4.27383 -0.00481
C -0.31371 -5.03679 0.73166
O 0.65616 -5.44361 0.19759
O -0.60416 -5.24057 2.01604
H 1.37178 0.15804 4.25489
H 2.07194 -0.59826 2.69899
H -0.80447 -0.45208 3.59253
H -0.51054 -2.98129 3.08819
H 0.75162 -2.56269 1.97161
H -0.40193 -0.25940 0.52043
H -1.37472 -1.04749 -0.68056
H 0.53213 -1.64605 -1.63771
H 0.78458 -2.86238 -0.39054
H 1.77485 -0.03365 -0.01543
H 2.31162 -1.56718 0.75300
H 2.91741 -0.64503 -2.04388
H 2.78286 -2.33504 -1.65551
H 4.97784 -2.22022 -1.22918
H 4.42294 -1.66756 0.37665
H 5.09090 0.21296 -1.92510
H 4.83621 0.62601 -0.22963
H 7.00541 -1.33328 -0.79678
H 7.30286 0.31444 -1.34137
H 6.27240 0.41953 1.35707
H 7.54086 -0.79008 1.31651
H 8.48990 1.53699 -0.10703
H 7.88370 2.02918 1.47766
H 10.03991 2.61747 1.57418
H 10.80821 1.49093 2.71600
H 11.21540 1.45112 0.98539
H -2.28096 -0.20404 1.99331
H -4.25790 -2.60385 2.85239
H -5.27241 -1.38500 1.61893
H -4.57580 0.15024 1.17049
H -5.59853 0.23963 -0.81471
H -5.31049 -1.41796 -1.23466
H -7.08771 -2.11400 0.36209
H -7.73399 -1.09338 -0.90318
H -7.00976 -0.00592 1.86548
H -8.56221 -0.65173 1.40043
H -7.65496 0.92565 -1.61943
H -8.68528 3.44761 -1.73266
H -9.30614 4.12273 0.80088
H -8.66453 2.01841 2.33776
H -4.34823 -3.08603 -1.37058
H -4.26220 -4.37420 -0.21709
H -2.11216 -5.01795 -0.31586
H -0.96095 -3.85481 -0.91370
H 0.22133 -5.42653 2.48809
C 13.09043 0.76966 -3.05002
C 12.98104 0.38082 -1.59253
O 11.78779 1.03593 -1.19340
C 10.99644 1.15478 -2.29808
O 9.84280 1.42447 -2.27335
O 11.71006 0.91284 -3.41760
F 14.01578 0.85049 -0.86172
H 13.60364 1.72340 -3.16208
H 13.57476 0.01581 -3.66417
H 12.87762 -0.69127 -1.41474
C -8.57715 -6.77892 0.01322
C -8.97352 -5.62627 -0.88452
O -8.75470 -4.50223 -0.04016
C -7.79268 -4.83783 0.85466
O -7.21787 -4.05976 1.54584
O -7.58006 -6.16924 0.84979
F -10.27078 -5.67086 -1.24168
H -9.41454 -7.10829 0.62813
H -8.16343 -7.62711 -0.52365
H -8.36287 -5.52016 -1.78336
C -6.90406 2.80852 -4.69243
C -6.47397 1.42446 -5.10686
O -7.52172 1.02200 -5.95772
C -8.05963 2.15658 -6.51578
O -8.77638 2.16831 -7.45103
O -7.63585 3.25291 -5.83555
F -6.40698 0.58222 -4.03604
H -7.56286 2.78601 -3.82282
H -6.06875 3.47228 -4.48480
H -5.52930 1.38096 -5.65090
C -11.81846 5.99336 3.78324
C -10.36556 5.92993 3.36561
O -10.35639 6.69209 2.17882
C -11.37539 7.60418 2.26121
O -11.49401 8.54552 1.56116
O -12.21535 7.26735 3.27192
F -9.96444 4.66281 3.08202
H -12.40103 5.20730 3.30058
H -11.96447 5.94727 4.85874
H -9.66772 6.36788 4.08130
C -3.94236 2.53067 5.92309
C -2.62896 1.98909 6.44520
O -2.14260 1.26160 5.32455
C -2.65838 1.83469 4.20804
O -2.26024 1.63079 3.10639
O -3.66886 2.66626 4.52087
F -2.79713 1.14615 7.48561
H -4.74985 1.81235 6.06772
H -4.22191 3.48675 6.35490
H -1.89834 2.75138 6.71881
C 17.07647 3.88260 0.80850
C 17.59264 2.55808 0.29571
O 16.50646 2.07944 -0.48180
C 15.82956 3.17942 -0.93407
O 15.03245 3.17878 -1.80903
O 16.20724 4.28452 -0.25299
F 17.83974 1.68257 1.29837
H 16.50331 3.75432 1.72747
H 17.85712 4.62133 0.96520
H 18.47975 2.63290 -0.33537
C 3.24896 -1.77505 -6.64032
C 3.85653 -2.56072 -5.49961
O 3.24170 -1.96891 -4.36371
C 2.02989 -1.49027 -4.76329
O 1.15089 -1.17349 -4.03219
O 1.96013 -1.44159 -6.11008
F 5.19416 -2.39215 -5.41814
H 3.81296 -0.86252 -6.83515
H 3.15022 -2.34624 -7.55856
H 3.63355 -3.62885 -5.51126
*
```

The calculation puts the LUMO energy at -2.51 eV. The value obtained for the HOMO energy is -9.93 eV. The calculation puts the total energy at -4952.37400 hartree.


2.
Computed, not measured: 3 unconnected molecules or ions with the total composition C37H62Br3N2O13P3SSi, with wB97M-V/def2-TZVPD.

The geometry in ORCA input format:
```
! wB97M-V def2-TZVPD RIJCOSX def2/J DEFGRID3
* xyz 0 1
C -0.31048 -6.44235 -6.92012
C 0.77431 -5.62815 -6.17020
C 0.73095 -5.87907 -4.63130
C -0.32258 -4.96425 -4.01840
C -0.06102 -3.65698 -3.62583
C -1.05610 -2.87183 -3.08636
C -2.38192 -3.29057 -2.89566
C -2.61743 -4.63151 -3.24480
Br -4.30773 -5.50107 -2.96221
C -1.62189 -5.44879 -3.79361
O -1.93639 -6.75010 -4.11587
N -3.41352 -2.43466 -2.33741
C -3.80898 -1.31129 -3.15823
Br -3.70834 0.51581 -2.46476
C -4.31431 -1.35387 -4.39959
C -4.71261 -0.11181 -5.19550
Br -4.61355 -3.00116 -5.31630
C -2.90752 -1.96083 -1.05669
C -3.63590 -2.11877 0.12656
P -5.29863 -2.89618 0.24206
N -6.30653 -1.88164 0.88512
O -5.22416 -4.18901 1.20427
O -5.82943 -3.40693 -1.17254
C -3.09954 -1.68859 1.34833
C -1.86563 -1.05921 1.43955
C -1.38934 -0.61343 2.81563
C -1.06885 -1.76539 3.78103
O -1.56068 -1.78320 4.88678
C -1.12474 -0.88942 0.24977
C 0.23787 -0.19052 0.29639
C -0.06972 1.33171 0.44900
O 1.11748 2.10025 0.55616
Si 1.03514 3.40273 1.63064
C -0.68609 4.15139 1.84900
C 2.14865 4.80672 1.01651
C 1.67351 2.76999 3.30403
C -1.63882 -1.34847 -0.94505
S -0.74984 -1.20676 -2.50035
H -1.23532 -5.84088 -6.93269
H -0.55373 -7.40127 -6.44780
H -0.03526 -6.58295 -7.97610
H 0.57546 -4.56072 -6.35357
H 1.77849 -5.86830 -6.54824
H 0.49644 -6.93956 -4.45552
H 1.70733 -5.68928 -4.15880
H 0.95236 -3.26458 -3.74914
H -1.29400 -7.31571 -3.66853
H -5.28815 -0.43982 -6.07612
H -5.40282 0.52362 -4.62580
H -3.84279 0.43652 -5.57863
H -5.83405 -0.99983 1.06375
H -5.57688 -3.93701 2.06817
H -6.68496 -2.96996 -1.31218
H -3.66256 -1.84407 2.27321
H -0.49798 0.03190 2.76622
H -2.19414 -0.02126 3.27888
H -0.35623 -2.55332 3.44121
H 0.81526 -0.54001 1.16686
H 0.82898 -0.39696 -0.60277
H -0.58385 1.61686 -0.48931
H -0.75270 1.42054 1.30693
H -1.51955 3.49334 1.55808
H -0.83210 5.11916 1.35067
H -0.81927 4.32346 2.93371
H 2.14315 5.60505 1.77769
H 1.62931 5.23417 0.14089
H 3.16011 4.47269 0.75745
H 1.30302 1.74244 3.45513
H 2.77304 2.74330 3.27297
H 1.30630 3.41479 4.11470
C 1.52780 2.20926 -3.26209
C 0.03671 2.31320 -3.53215
O -0.44746 3.63946 -3.34529
P -0.05451 4.78560 -4.44644
O -0.82872 4.35894 -5.64978
O -0.99704 6.01593 -3.91304
C -1.99971 6.59816 -4.74352
C -3.34498 5.93780 -4.51435
O 1.17067 5.39018 -3.48523
C 2.37576 5.81577 -4.14658
C 2.11492 6.90012 -5.17439
H 2.10259 2.71546 -4.04466
H 1.84460 1.16508 -3.23787
H 1.78379 2.68193 -2.31279
H -0.20109 1.96481 -4.54222
H -0.50318 1.67878 -2.82820
H -1.70880 6.55745 -5.79328
H -2.06320 7.65471 -4.47383
H -3.27935 4.85244 -4.59504
H -4.08110 6.29841 -5.23504
H -3.70780 6.15703 -3.50834
H 2.85724 4.95242 -4.61558
H 3.04838 6.18832 -3.37420
H 1.50963 6.52002 -6.00529
H 3.05348 7.27065 -5.58783
H 1.56834 7.73229 -4.72987
C 5.28361 0.09581 4.73203
C 5.97747 -0.84054 5.70724
O 5.42643 -0.75244 7.01619
P 3.93894 -1.38591 7.28691
O 4.18619 -2.85395 7.17012
O 3.86182 -1.22985 8.91581
C 3.69808 -2.36400 9.76493
C 5.04031 -2.88974 10.23406
O 3.20473 0.10811 7.16933
C 1.92696 0.15899 6.50964
C 0.89525 -0.73054 7.17596
H 4.26672 -0.24819 4.51666
H 5.82675 0.14247 3.78700
H 5.20525 1.10046 5.14825
H 5.93201 -1.87440 5.35091
H 7.02939 -0.56601 5.79022
H 3.11595 -3.14120 9.26961
H 3.11552 -2.03444 10.62803
H 5.72082 -3.05752 9.39915
H 4.91941 -3.82671 10.78071
H 5.52230 -2.16386 10.89159
H 2.05154 -0.12170 5.45827
H 1.59624 1.19726 6.53574
H 1.16571 -1.78895 7.08472
H -0.08190 -0.59532 6.71195
H 0.81894 -0.50714 8.24053
*
```

The calculation puts the LUMO energy at -0.31 eV. The value obtained for the HOMO energy is -8.66 eV. The calculation puts the total energy at -11968.61128 hartree. The SMILES is CCCc1cc2c(c(Br)c1O)N(/C(Br)=C(/C)Br)c1c(P(=N)(O)O)cc(CC=O)c(CCO[Si](C)(C)C)c1S2.CCOP(=O)(OCC)OCC.CCOP(=O)(OCC)OCC.


3.
Computed, not measured: a molecular structure, C15H11BaClGeO5S4, with wB97M-V/def2-TZVPD.

The geometry in ORCA input format:
```
! wB97M-V def2-TZVPD RIJCOSX def2/J DEFGRID3
* xyz 0 1
Ba -1.51480 -1.94115 0.33189
O -7.03698 -1.90299 -4.51599
C -6.27010 -1.82219 -3.60197
S -6.10149 -3.04128 -2.33063
C -4.90354 -2.22749 -1.36039
C -4.48419 -0.96122 -1.83231
S -3.37047 0.11083 -1.13315
S -5.22189 -0.42138 -3.31549
S -4.40727 -3.03867 0.04242
O -1.45899 -1.53690 4.44793
Cl -1.55310 -1.78428 3.07314
O -2.39426 -2.92753 2.71430
O -0.22777 -2.06147 2.45339
O -2.09770 -0.62270 2.31548
Ge 0.70984 0.49779 0.47047
C 1.07344 1.16565 -1.30481
C 2.25943 0.94198 -2.01237
C 2.47150 1.52516 -3.24933
C 1.49437 2.33054 -3.81520
C 0.30174 2.54308 -3.14258
C 0.09343 1.96229 -1.90349
C 2.13641 0.31019 1.74228
C 3.40308 -0.18215 1.42415
C 4.39134 -0.26929 2.39010
C 4.12643 0.12055 3.69346
C 2.86722 0.59157 4.03142
C 1.87983 0.68087 3.06501
H -0.39646 1.38607 1.06145
H 3.03832 0.31371 -1.59620
H 3.40339 1.35010 -3.77051
H 1.66185 2.78951 -4.78062
H -0.47042 3.16201 -3.57872
H -0.85027 2.14218 -1.39911
H 3.63448 -0.51447 0.41950
H 5.36898 -0.64883 2.12396
H 4.89931 0.05094 4.44720
H 2.64767 0.88618 5.04883
H 0.89764 1.04280 3.34651
*
```

The value obtained for the energy relative to the best compared isomer or geometry (same formula, charge and spin) is 54.77 kcal/mol. The calculation puts the LUMO energy (alpha / beta) at -1.95 / -2.03 eV. The value obtained for the HOMO energy (alpha / beta) is -8.06 / -7.62 eV. The calculation puts the total energy at -5109.49174 hartree.